[1]
17
Properties=species:S:1:pos:R:3:forces:R:3:nbo_charge:R:1 method="wB97M-V/def2-TZVPD" homo_energy_ev=-3.076 charge=-1 homo_lumo_gap_ev=6.2106
C -0.52149 -1.28269 -0.14516 -0.231 0.686 -0.016 -0.01
O -1.72688 -1.28765 -0.72367 -0.108 0.060 0.201 -0.95
C 0.44529 -0.21626 -0.77874 0.334 -0.793 0.647 -0.12
C 1.66092 0.00167 0.12343 -0.003 0.219 -0.295 -0.50
S 3.19202 0.51116 -0.76862 -0.123 -0.030 0.264 -0.12
N -0.29906 1.03689 -0.92007 -0.068 -0.052 -0.384 -0.88
H -0.54406 -0.92755 0.93822 0.084 -0.417 0.108 0.04
H -0.00069 -2.26591 -0.16051 0.252 0.028 0.167 0.10
H 0.78946 -0.62544 -1.72450 -0.063 0.125 -0.375 0.16
H 1.91692 -0.83464 0.77735 -0.016 -0.233 -0.330 0.21
H 1.41014 0.82845 0.76568 0.003 0.273 0.388 0.22
H 2.89407 1.81647 -0.77613 0.038 -0.005 -0.124 0.12
H -1.24367 0.74796 -0.64430 -0.163 -0.039 -0.068 0.39
H -0.43387 1.19023 -1.91314 0.084 0.225 -0.002 0.35
H -2.35834 1.20825 1.88602 0.005 -0.353 -0.088 0.47
H -2.38875 -0.33022 1.80783 -0.084 0.242 -0.287 0.50
O -2.79201 0.42929 2.25630 0.060 0.064 0.194 -0.97

***

[2]
18
Properties=species:S:1:pos:R:3:forces:R:3:nbo_charge:R:1 method="wB97M-V/def2-TZVPD" homo_energy_ev=-12.623 charge=+1 homo_lumo_gap_ev=9.0170
N 0.63888 1.02976 -0.23615 0.577 1.700 -0.167 -0.74
C -0.19941 -0.20289 -0.10507 -1.268 -1.945 -2.270 -0.19
C -1.54016 0.22625 0.41066 2.071 5.512 0.211 0.43
O -1.56524 1.40906 0.82370 -1.154 -3.189 -0.410 -0.52
C 0.34600 -1.27676 0.79130 1.998 -1.274 2.021 -0.56
S -0.15663 -3.10589 0.49191 0.325 1.398 -0.125 0.11
S -1.36397 -3.61072 2.04405 -1.465 0.891 -0.688 -0.08
H 0.52860 1.42684 -1.24345 0.483 -0.066 1.844 0.50
H 0.28466 1.84369 0.46104 0.347 -2.355 -1.699 0.49
H 1.67817 0.90767 -0.08376 -1.460 -0.183 -0.197 0.45
H -0.40013 -0.72733 -1.17500 0.744 1.503 2.157 0.26
H -2.36254 -0.39251 0.22956 -1.610 -1.072 0.353 0.19
H 1.45006 -1.26623 0.65456 -0.509 -0.296 0.009 0.23
H 0.22883 -1.08569 1.90427 -0.221 -0.087 -1.328 0.26
H -0.62411 -4.34652 2.82068 1.229 -0.501 0.531 0.14
H 0.61780 2.72167 -3.23587 0.681 0.364 1.904 0.51
H 1.51411 3.63093 -2.27550 -1.045 -1.426 -0.021 0.52
O 0.92507 2.81867 -2.27693 0.277 1.027 -2.126 -0.99

***

[3]
17
Properties=species:S:1:pos:R:3:forces:R:3:nbo_charge:R:1 method="wB97M-V/def2-TZVPD" homo_energy_ev=-13.926 charge=+1 homo_lumo_gap_ev=10.4348
O -1.25050 1.18214 -1.05877 -0.273 -0.101 -0.220 -0.56
C -0.34636 1.61322 -0.40504 0.485 -0.035 0.112 0.79
O -0.32468 2.67139 0.36748 -0.087 0.357 0.574 -0.65
C 1.02851 0.92775 -0.33982 -0.232 -0.162 -0.606 -0.15
C 1.31650 0.54915 1.08271 0.561 -1.844 0.655 -0.66
N 0.91112 -0.22102 -1.32234 -0.234 -0.109 0.495 -0.68
H -1.20099 3.02118 0.59796 -0.082 -0.015 -0.413 0.53
H 1.77483 1.58879 -0.75441 0.274 0.301 0.086 0.25
H 1.42648 1.43194 1.63174 -0.062 1.458 0.814 0.27
H 0.59808 -0.08052 1.61716 -0.656 0.307 -0.564 0.25
H 2.22660 0.00103 1.31937 0.491 0.041 -0.872 0.25
H 1.70354 -0.42486 -1.92422 0.447 0.223 0.210 0.45
H 0.12108 0.04087 -1.92647 -0.425 -0.366 0.039 0.47
H 0.68871 -1.06944 -0.79663 -0.224 -0.100 -0.288 0.45
H -2.02012 -5.39021 1.05369 -0.327 0.426 -0.308 0.47
H -0.86057 -5.93476 1.73100 0.561 0.149 0.143 0.47
O -1.12046 -5.12932 1.26883 -0.217 -0.527 0.143 -0.94

***

[4]
18
Properties=species:S:1:pos:R:3:forces:R:3:nbo_charge:R:1 method="wB97M-V/def2-TZVPD" homo_energy_ev=-4.534 charge=-1 homo_lumo_gap_ev=8.1747
C -0.53801 -0.92142 1.03723 2.902 -2.473 0.169 -0.22
N -1.11635 -0.85156 -0.27841 1.268 0.534 1.940 -0.68
C -0.54904 -0.03475 -1.27983 -0.775 -0.212 -2.671 0.87
O 0.56525 0.54179 -1.15286 -0.502 -0.315 1.552 -0.86
O -1.18470 -0.03224 -2.36679 -0.367 -0.003 0.634 -0.80
C -1.20196 -0.27071 2.19884 -1.458 -0.540 1.321 -0.63
H -0.30914 -2.03043 1.35726 -0.844 1.414 -0.608 0.14
H 0.52521 -0.60398 0.98215 -0.765 0.432 -0.405 0.22
H -2.06181 -1.16080 -0.31819 -0.385 0.153 -0.770 0.38
H -0.65592 -0.36390 3.14688 0.919 0.792 -0.469 0.20
H -1.99461 -0.94212 2.58248 -0.742 0.578 -0.835 0.19
H -1.57163 0.74403 1.98500 0.159 -0.367 0.321 0.21
H 0.56399 2.88458 -1.44687 0.184 -0.529 0.145 0.48
H 1.47753 2.21670 -0.42067 -0.403 -0.428 -0.383 0.50
O 1.31985 3.04791 -0.87387 0.311 1.272 0.189 -0.98
H 1.69938 -0.44815 -2.24599 0.936 -0.413 1.110 0.51
H 2.54590 -0.80517 -0.98290 -0.460 0.328 -0.019 0.46
O 2.48606 -0.96977 -1.92347 0.024 -0.226 -1.222 -1.00

***

[5]
18
Properties=species:S:1:pos:R:3:forces:R:3:nbo_charge:R:1 method="wB97M-V/def2-TZVPD" homo_energy_ev=-4.967 charge=-1 homo_lumo_gap_ev=8.8626
O -0.10888 -0.72757 0.86224 0.022 0.410 -0.172 -0.81
C 0.57762 -0.56918 -0.17827 0.609 -0.386 -0.146 0.76
O 1.17155 -1.47690 -0.82123 -0.174 0.202 0.309 -0.79
C 0.80518 0.84743 -0.77504 -0.236 0.109 0.174 -0.16
C -0.02262 1.92278 -0.09385 -0.365 -0.779 -0.714 -0.62
N 0.56648 0.84320 -2.22437 -0.050 -0.355 -0.371 -0.84
H 1.86733 1.06999 -0.67724 0.165 -0.058 0.242 0.18
H 0.26772 2.05743 0.94308 -0.081 0.238 0.003 0.21
H -0.02775 2.81961 -0.69506 0.482 0.609 0.114 0.20
H -1.05265 1.57988 -0.15850 -0.286 -0.045 0.468 0.21
H 0.89849 -0.07623 -2.52175 0.155 0.167 -0.064 0.38
H -0.43098 0.79030 -2.41577 -0.110 0.138 0.238 0.33
H -1.25982 0.44464 1.78889 0.092 -0.418 -0.086 0.51
H -2.53604 -0.29356 2.10497 0.072 -0.095 -0.038 0.46
O -2.09050 0.53518 2.29124 -0.228 0.378 0.188 -0.99
H 1.00875 -2.93216 0.42263 -0.191 -0.134 -0.413 0.50
H -0.15996 -3.16518 1.29990 0.008 0.031 -0.036 0.47
O 0.52608 -3.66966 0.84812 0.115 -0.011 0.304 -1.00

***

[6]
16
Properties=species:S:1:pos:R:3:forces:R:3:nbo_charge:R:1 method="wB97M-V/def2-TZVPD" homo_energy_ev=-3.006 charge=-1 homo_lumo_gap_ev=6.6224
C 2.26064 -0.39853 0.74208 -0.274 0.779 -0.423 -0.77
S 1.85848 1.23426 1.51866 -0.208 -0.069 -0.006 0.06
C 0.17353 1.62769 0.94411 -0.280 0.385 0.757 -0.77
H 3.24041 -0.11658 0.20554 -1.489 -1.317 0.723 0.21
H 1.40011 -0.73910 0.04559 1.425 0.759 0.672 0.31
H 2.33461 -1.06196 1.62690 0.506 -0.007 -0.896 0.19
H 0.24614 2.60712 0.44049 -0.229 -0.429 0.122 0.20
H -0.10602 0.84717 0.19186 -0.123 0.597 0.350 0.32
H -0.52134 1.73633 1.84486 0.787 -0.377 -1.304 0.19
N -2.04738 -0.59076 -0.29428 1.007 0.567 0.420 -0.89
C -1.30425 -0.68168 -1.60241 2.323 -0.994 1.752 0.14
O -0.05135 -0.17898 -1.39729 -0.988 -0.440 -0.924 -0.95
H -2.83869 -1.14977 -0.48229 -1.382 -0.984 0.532 0.32
H -1.43626 -1.05750 0.43789 -1.058 0.577 -1.408 0.34
H -1.30078 -1.80397 -1.79692 0.231 0.316 -0.431 0.03
H -1.90785 -0.27374 -2.42479 -0.250 0.637 0.064 0.09

***

[7]
16
Properties=species:S:1:pos:R:3:forces:R:3:nbo_charge:R:1 method="wB97M-V/def2-TZVPD" homo_energy_ev="-9.154 / -9.211" s_squared=0.76 multiplicity=2 homo_lumo_gap_ev="9.9141 / 7.4020"
C 0.38619 1.43379 1.42006 -0.074 -0.287 0.228 -0.62
C 0.49991 -0.06234 1.69195 0.890 0.006 0.344 -0.49
S 2.10576 -0.63402 0.96577 -0.616 -0.381 -0.410 -0.08
H -0.05440 1.58117 0.44779 0.294 0.268 -0.404 0.22
H 1.38831 1.85226 1.50298 -0.080 0.334 -0.203 0.21
H -0.26320 1.98090 2.10203 -0.020 -0.287 0.298 0.22
H 0.64201 -0.27447 2.74523 -0.441 0.067 0.215 0.21
H -0.30082 -0.67167 1.28968 -0.158 0.132 -0.018 0.23
H 1.70311 -1.90675 0.74636 0.256 0.265 0.076 0.12
N -1.00763 -1.09433 -2.49522 0.183 0.170 0.177 -0.85
C -0.86240 0.09873 -1.60812 0.098 -2.206 -1.044 0.00
O -1.63404 0.12613 -0.53611 -0.283 0.434 -0.135 -0.33
H -0.13664 -1.60932 -2.52689 -0.101 -0.109 -0.061 0.36
H -1.74126 -1.72833 -2.20428 -0.050 0.155 0.197 0.37
H 0.17013 -0.01284 -1.21517 0.213 0.575 0.167 0.25
H -0.89504 0.92111 -2.32605 -0.112 0.864 0.574 0.20

***

[8]
16
Properties=species:S:1:pos:R:3:forces:R:3:nbo_charge:R:1 method="wB97M-V/def2-TZVPD" homo_energy_ev="-9.359 / -9.299" s_squared=0.75 multiplicity=2 homo_lumo_gap_ev="9.9588 / 6.5929"
C -2.44307 -0.49041 1.85941 -0.687 0.780 0.247 -0.81
S -1.36376 0.01561 0.51160 -1.289 0.009 0.468 0.14
H -3.32279 0.15887 1.95913 0.349 0.230 -0.212 0.23
H -2.92023 -1.44862 1.66863 0.481 -0.430 -0.163 0.26
H -1.92969 -0.48394 2.82121 0.143 -0.309 -0.182 0.23
H 0.24660 -1.20503 0.63012 2.072 -0.047 -0.216 0.45
C 1.74874 -0.15037 -0.06075 -0.113 0.564 -0.301 -0.08
O 1.24264 -1.31906 0.48582 -1.097 -1.461 0.567 -0.75
C 1.13899 0.11827 -1.47761 0.804 1.133 -0.586 -0.26
N 0.71601 1.56941 -1.55044 -0.687 -1.204 0.403 -0.83
H 1.53173 0.67462 0.64271 0.014 0.198 -0.572 0.16
H 2.85508 -0.23683 -0.08828 -0.651 -0.040 -0.137 0.19
H 1.92244 -0.02614 -2.26298 -0.696 -0.101 0.567 0.20
H 0.29867 -0.59530 -1.67043 0.648 0.409 0.161 0.17
H 0.42261 1.87046 -2.48805 0.218 -0.497 0.411 0.36
H -0.14399 1.54847 -0.98009 0.490 0.766 -0.455 0.34

***

[9]
16
Properties=species:S:1:pos:R:3:forces:R:3:nbo_charge:R:1 method="wB97M-V/def2-TZVPD" homo_energy_ev="-10.954 / -14.705" s_squared=2.01 multiplicity=3 charge=+1 homo_lumo_gap_ev="7.5001 / 6.7347"
C 0.81237 -0.91148 -0.79903 3.623 1.423 2.373 -0.46
C -1.00824 -0.88697 0.96121 -1.658 1.280 1.878 0.03
C 0.01537 1.78925 0.09062 1.243 2.411 0.446 -0.81
N 0.22869 -0.39936 0.44172 2.331 -3.024 2.556 -0.20
O -2.00026 -1.10857 0.02098 0.538 1.668 1.116 -0.65
S 0.45488 2.15216 -1.46929 2.636 1.683 -1.100 0.32
H 1.45768 -0.05683 -1.12510 -0.367 -1.532 -0.090 0.26
H 1.42239 -1.82207 -0.60753 -0.321 0.485 0.137 0.25
H 0.09045 -1.12255 -1.46617 -2.501 -0.456 -2.375 0.23
H -1.35006 -0.04839 1.71792 0.378 -1.793 -1.289 0.24
H -0.77772 -1.81799 1.54808 -0.049 0.581 -0.185 0.23
H -1.00527 1.51161 0.12810 -0.838 0.140 0.710 0.23
H 0.69808 2.26962 0.80515 -1.179 -0.463 0.316 0.25
H 0.90546 -0.31260 1.31324 -1.336 0.273 -2.573 0.44
H -1.75716 -1.90638 -0.39159 -0.136 -1.816 -1.211 0.48
H 1.81334 2.67054 -1.16828 -2.365 -0.858 -0.710 0.16

***

[10]
17
Properties=species:S:1:pos:R:3:forces:R:3:nbo_charge:R:1 method="wB97M-V/def2-TZVPD" homo_energy_ev=-13.068 charge=+1 homo_lumo_gap_ev=7.3607
C -0.58711 -1.25144 -0.81680 -1.317 0.312 0.325 -0.44
C -1.29851 0.40450 0.80116 2.650 0.507 1.495 0.08
C 1.68196 1.31150 -0.31352 1.940 -3.275 2.440 -0.34
N -0.72884 0.15339 -0.50727 2.231 -0.602 2.992 -0.61
O -0.79293 1.68758 1.23976 -0.236 -0.298 -0.315 -0.77
S 2.58157 0.65371 -1.57309 -0.208 -0.667 -0.394 0.29
S 1.93321 0.93585 1.35800 0.925 -0.104 -0.882 0.31
H 0.16720 -1.90336 -0.34295 0.077 1.003 -0.030 0.21
H -1.53739 -1.74401 -0.73418 -0.706 -0.611 0.812 0.20
H -0.57129 -1.20174 -1.83752 1.182 -0.728 -2.949 0.22
H -0.91005 -0.24687 1.68008 -0.587 0.242 -2.124 0.19
H -2.32848 0.26886 0.66965 -1.905 0.491 0.695 0.18
H 0.93904 2.00211 -0.41559 -1.597 2.096 -0.752 0.25
H -1.09348 0.78408 -1.17919 -0.539 -0.030 -0.926 0.39
H -1.40261 2.42259 1.27037 -0.641 -0.037 -0.080 0.50
H 2.78928 -0.62352 -1.05565 0.063 1.228 -0.027 0.18
H 3.21381 0.35012 1.28809 -1.331 0.473 -0.279 0.16

***

[11]
17
Properties=species:S:1:pos:R:3:forces:R:3:nbo_charge:R:1 method="wB97M-V/def2-TZVPD" homo_energy_ev=-13.070 charge=+1 homo_lumo_gap_ev=9.2467
C -0.83029 -0.06658 -1.39828 -0.271 2.549 -0.182 -0.25
C -1.26237 1.36958 -0.92363 -0.464 -1.751 -1.818 -0.28
C 0.42440 -0.37425 -1.62437 0.894 1.317 0.742 -0.36
N -1.17793 1.30405 0.56525 -0.013 2.699 -1.199 -0.71
O 1.37189 -2.29450 2.26933 -0.097 -1.022 -0.225 -0.88
S 1.51630 0.41116 1.69085 0.127 0.573 0.122 -0.41
S 1.53138 -1.34131 0.88456 2.811 -1.672 2.054 0.76
H 1.75181 -3.22711 2.25357 -0.551 1.530 -0.506 0.52
H -1.63868 -0.74745 -1.55485 -0.378 -0.437 0.033 0.22
H -2.35023 1.41110 -1.21207 1.059 0.514 0.523 0.24
H -0.71750 2.27688 -1.35108 -0.503 -1.476 0.789 0.25
H 1.19943 0.44933 -1.41254 -0.873 -1.761 -0.739 0.22
H 0.62492 -1.41508 -1.80794 0.699 0.042 -0.496 0.23
H -0.20644 1.31598 0.93092 0.508 0.419 -0.103 0.44
H -1.43925 0.42545 0.90802 -1.428 -1.583 0.655 0.43
H -1.75635 2.09095 0.85640 0.100 -0.318 1.076 0.44
H 2.95891 -1.58821 0.92586 -1.619 0.376 -0.727 0.13

***

[12]
16
Properties=species:S:1:pos:R:3:forces:R:3:nbo_charge:R:1 method="wB97M-V/def2-TZVPD" homo_energy_ev="-13.209 / -13.210" charge=+1 homo_lumo_gap_ev="7.9584 / 7.9597"
C -0.49913 1.88943 -0.25627 -1.158 -0.395 0.598 -0.37
C 0.12132 -0.54464 0.45132 2.574 0.649 -2.155 -0.31
C 1.32986 -1.44580 0.18229 0.215 -1.366 4.594 -0.66
N 0.51535 0.75946 -0.29557 -1.183 1.787 -2.429 -0.60
P -2.76217 0.35848 0.15941 1.961 1.523 -0.812 0.31
P -1.37683 -1.22375 -0.31534 0.068 -1.041 0.307 0.34
H -0.38417 2.53668 0.65444 -0.117 -0.696 -1.146 0.23
H -0.52017 2.40077 -1.27613 -0.281 -0.605 1.731 0.23
H 0.05181 -0.27288 1.45363 -0.345 0.478 1.775 0.24
H 1.40688 -1.58718 -0.84730 0.503 -0.721 -1.623 0.22
H 1.01636 -2.37784 0.77564 0.750 0.710 -1.448 0.26
H 2.35214 -1.20358 0.70832 -2.012 0.200 -1.231 0.25
H 0.56707 0.64844 -1.38906 0.312 -0.671 2.716 0.45
H 1.44464 1.11323 0.00239 -0.537 -0.407 0.006 0.45
H -2.56206 -0.02276 1.53541 0.196 0.365 -0.380 -0.01
H -0.70090 -1.02807 -1.54318 -0.944 0.189 -0.501 -0.03

***

Computed relative energy (zero: lowest compared OMol25 entry of this formula, charge and spin), in the same sequence as the records: 0.5478; 1.3980; 1.0876; 1.1544; 0.3188; 2.3926; 1.4770; 1.1474; 0.5520; 3.0357; 2.7737; 2.7686 eV.